Molecular formula: C6H13NO
Method: DFT, ωB97M-V/def2-TZVPD

Values from the calculation:
Total energy (eV): -9957.709
Spin multiplicity: 2
Charge: +1
Relative energy (zero: lowest compared OMol25 entry of this formula, charge and spin) (kcal/mol): 107.24
HOMO energy (spin up / spin down) (eV): -14.6 / -14.4

Last column: natural (NBO) charge in e.
Geometry (Å):
O (-1.5600, 0.7048, -2.0259)  -0.620
C (-1.8539, -0.5381, -1.5207)  0.024
N (-1.8633, -0.5580, 0.0114)  -0.091
C (-0.6928, -0.1778, 0.6772)  -0.006
C (0.8795, -0.4074, -0.0301)  -0.352
C (1.8900, -0.6014, 1.1037)  -0.594
C (1.2109, 0.4230, -1.1262)  -0.046
C (-0.7060, 1.1678, 1.3853)  -0.641
H (-1.2083, -1.3532, -1.8339)  0.173
H (-2.8199, -0.8756, -1.8707)  0.224
H (-0.5962, -0.9636, 1.4575)  0.266
H (0.6043, -1.4577, -0.3306)  0.256
H (1.3359, -0.7336, 2.0327)  0.229
H (2.4466, -1.5263, 0.9683)  0.260
H (2.6089, 0.2069, 1.2211)  0.240
H (-0.5971, 0.8810, -1.9393)  0.459
H (1.4629, 0.0869, -2.1306)  0.251
H (1.7627, 1.3436, -0.8506)  0.222
H (-0.9071, 2.0095, 0.7553)  0.241
H (-1.5824, 1.1465, 2.0446)  0.267
H (0.1850, 1.2229, 2.0017)  0.235

Cartesian forces, eV/Å:
0.83 0.33 0.21
-0.64 -0.91 1.19
1.60 0.91 -1.60
-1.78 -0.24 1.19
-0.24 -2.73 -2.15
-0.21 0.78 0.87
2.32 -0.14 2.16
-0.92 -0.60 0.51
0.83 -0.04 -0.04
-0.45 0.52 0.22
0.35 0.23 -0.35
0.38 0.99 -0.47
0.19 0.15 0.17
-0.02 0.04 -0.47
-0.10 0.11 0.02
-0.89 0.00 -0.36
-1.23 -0.06 -0.28
-0.71 -0.16 -0.27
0.43 0.46 -0.59
0.23 -0.10 0.13
0.06 0.45 -0.07

---

Molecular formula: C31H41AsErF6N5O3Te
Method: DFT, ωB97M-V/def2-TZVPD

Values from the calculation:
Total energy (eV): -158458.178
Spin multiplicity: 4
Charge: +2
HOMO energy (spin up / spin down) (eV): -13.5 / -13.5

Last column: Löwdin charge in e.
Geometry (Å):
Er (0.7501, 0.1606, 0.0301)  1.305
N (1.5324, 2.1771, 1.4010)  0.037
C (1.3507, 1.7615, 2.8279)  -0.248
C (1.1113, 2.9244, 3.8101)  -0.120
C (0.0293, 3.9968, 3.4874)  -0.142
C (-1.0895, 4.1484, 4.5396)  -0.146
N (-2.0682, 3.0730, 4.5250)  0.099
C (-3.1096, 2.9851, 3.7087)  -0.430
N (-3.6207, 4.0666, 3.1060)  0.221
N (-3.6569, 1.7919, 3.4942)  0.229
C (0.2969, 0.6151, 2.9111)  -0.565
O (-0.5048, 0.5795, 3.8313)  0.071
O (0.3902, -0.2612, 1.9804)  -0.145
H (2.4676, 2.5637, 1.3210)  0.111
H (0.9063, 2.9626, 1.2443)  0.083
H (2.2787, 1.2722, 3.1316)  0.138
H (2.0691, 3.4381, 3.9014)  0.120
H (0.9036, 2.4800, 4.7846)  0.122
H (-0.4454, 3.8262, 2.5142)  0.107
H (0.5211, 4.9682, 3.4334)  0.119
H (-1.5928, 5.1047, 4.4015)  0.116
H (-0.6457, 4.1605, 5.5335)  0.136
H (-1.6857, 2.1763, 4.8086)  0.136
H (-3.3575, 4.9839, 3.4213)  0.119
H (-4.4955, 3.9974, 2.6147)  0.132
H (-3.1728, 0.9658, 3.8162)  0.129
H (-4.4884, 1.6886, 2.9417)  0.133
F (-0.7423, -0.8135, -1.1709)  -0.335
As (-2.1222, 0.4420, -0.8421)  0.882
F (-1.8043, 0.0227, 0.8164)  -0.217
F (-3.3002, -0.7374, -1.0482)  -0.142
F (-3.1589, 1.6927, -0.3287)  -0.183
F (-2.0885, 0.9246, -2.4543)  -0.134
F (-0.6194, 1.6441, -0.5899)  -0.332
C (5.6582, -4.3323, -6.8447)  -0.027
C (4.8334, -3.6640, -5.7857)  -0.233
C (4.9534, -2.3033, -5.5315)  0.011
C (4.2203, -1.6725, -4.5373)  -0.266
C (4.3826, -0.1931, -4.3113)  -0.041
C (3.3386, -2.4550, -3.7797)  -0.312
Te (2.3112, -1.6610, -2.0986)  1.924
N (4.0267, -1.2494, -1.1903)  -0.141
C (3.7702, -0.9610, 0.0583)  -0.555
O (2.5455, -0.6541, 0.4171)  -0.311
C (4.8388, -0.9742, 1.0613)  -0.155
C (6.1338, -1.3511, 0.7021)  -0.008
C (7.1319, -1.3714, 1.6587)  -0.049
C (6.8481, -1.0212, 2.9725)  -0.048
C (5.5537, -0.6763, 3.3405)  -0.056
C (4.5507, -0.6538, 2.3889)  -0.015
C (1.4421, 0.1186, -2.9493)  -0.355
C (1.6593, 1.4593, -2.5911)  -0.330
C (2.7593, 1.9137, -1.6565)  -0.044
C (0.9192, 2.4463, -3.2385)  0.000
C (0.0074, 2.1543, -4.2385)  -0.242
C (-0.8079, 3.2222, -4.9000)  -0.017
C (-0.1643, 0.8207, -4.5992)  0.003
C (0.4978, -0.2058, -3.9512)  -0.302
C (0.2012, -1.6245, -4.3605)  -0.057
C (3.1696, -3.8267, -4.0249)  -0.301
C (2.1843, -4.6742, -3.2581)  -0.066
C (3.9262, -4.4024, -5.0322)  0.007
H (6.4432, -3.6724, -7.2074)  0.083
H (5.0314, -4.6180, -7.6912)  0.096
H (6.1149, -5.2424, -6.4566)  0.092
H (5.6418, -1.7106, -6.1221)  0.128
H (5.2598, 0.1757, -4.8392)  0.093
H (4.5073, 0.0098, -3.2480)  0.050
H (3.5133, 0.3495, -4.6875)  0.088
H (6.3405, -1.6295, -0.3221)  0.117
H (8.1351, -1.6647, 1.3808)  0.116
H (7.6327, -1.0273, 3.7171)  0.116
H (5.3278, -0.4354, 4.3707)  0.112
H (3.5309, -0.4209, 2.6631)  0.098
H (3.0024, 1.2023, -0.8648)  0.037
H (2.5087, 2.8823, -1.2248)  0.089
H (3.6693, 2.0551, -2.2431)  0.109
H (1.0833, 3.4821, -2.9630)  0.134
H (-0.4504, 4.2176, -4.6456)  0.086
H (-1.8484, 3.1368, -4.5792)  0.094
H (-0.7954, 3.1060, -5.9834)  0.096
H (-0.8602, 0.5721, -5.3919)  0.140
H (-0.6600, -1.6555, -5.0242)  0.100
H (-0.0359, -2.2541, -3.4961)  0.063
H (1.0471, -2.0647, -4.8913)  0.084
H (2.2172, -4.4617, -2.1889)  0.048
H (2.4075, -5.7309, -3.3869)  0.092
H (1.1669, -4.5088, -3.6211)  0.086
H (3.8101, -5.4615, -5.2313)  0.133

Cartesian forces, eV/Å:
1.04 0.83 0.70
-0.32 -0.21 0.49
-0.53 -0.09 0.18
-0.04 0.02 -0.11
-0.06 -0.30 0.05
0.39 0.13 -0.23
0.33 -0.41 -0.04
-0.18 0.05 -0.10
0.08 -0.05 0.12
0.18 0.01 0.10
-0.22 0.68 0.87
-0.06 0.23 -0.07
-0.08 -0.27 1.09
0.07 -0.08 -0.22
-0.02 0.04 -0.20
0.03 0.04 -0.03
0.01 0.03 0.11
0.08 -0.05 -0.02
-0.01 0.03 -0.01
-0.04 0.02 -0.12
0.03 0.00 0.08
-0.08 0.09 0.06
0.02 -0.06 -0.03
-0.03 0.01 0.00
0.00 -0.01 -0.05
-0.08 -0.05 -0.11
-0.05 -0.08 -0.01
-1.52 0.32 -0.50
-0.66 0.47 0.49
-0.15 0.14 -0.75
0.17 -0.06 -0.02
0.23 -0.12 -0.23
0.12 -0.13 0.05
-1.79 0.19 -0.50
-0.04 0.02 -0.02
-0.03 -0.01 0.02
-0.03 -0.05 -0.02
-0.24 0.23 0.29
0.05 -0.17 -0.10
-0.03 -0.18 -0.11
1.04 -0.45 -1.43
0.02 -0.02 0.35
-0.14 -0.13 -0.70
2.09 -0.67 0.44
0.08 0.03 0.24
-0.06 0.06 -0.05
0.06 0.01 -0.02
-0.06 0.00 0.02
0.01 0.02 0.04
-0.06 -0.01 -0.12
-0.18 0.07 0.04
0.39 -0.29 -0.12
-0.12 -0.01 -0.22
-0.04 0.04 -0.01
0.06 -0.02 -0.03
-0.02 -0.01 0.01
0.10 -0.01 0.06
0.08 -0.06 -0.02
0.01 0.07 0.00
-0.21 0.14 0.20
0.14 0.05 -0.12
0.04 0.00 -0.04
0.01 -0.03 -0.02
0.01 0.01 -0.01
0.02 0.01 -0.02
0.03 0.00 0.02
0.00 0.01 0.04
0.03 0.12 0.02
0.00 0.05 0.03
0.01 0.02 0.00
0.00 0.01 0.01
0.01 -0.03 -0.01
0.01 0.00 0.00
-0.01 -0.01 0.02
0.12 0.11 -0.04
0.00 -0.03 0.06
0.08 -0.07 0.10
0.01 0.00 0.03
0.00 0.01 -0.03
0.00 0.04 0.00
0.02 0.03 -0.01
-0.04 -0.01 0.03
-0.02 -0.01 0.03
-0.03 -0.04 -0.04
-0.03 -0.05 0.01
-0.07 -0.12 0.04
0.00 0.00 0.01
-0.02 0.01 0.07
0.02 -0.01 0.03

---

Molecular formula: C25H43Ge2N6Os
Method: DFT, ωB97M-V/def2-TZVPD

Values from the calculation:
Total energy (eV): -151020.680
Spin multiplicity: 6
Charge: +4
Relative energy (zero: lowest compared OMol25 entry of this formula, charge and spin) (kcal/mol): 0.00
HOMO energy (spin up / spin down) (eV): -19.1 / -19.4

Last column: Löwdin charge in e.
Geometry (Å):
Os (-1.1190, 0.9763, -0.4183)  1.326
N (-1.4441, -1.0622, -2.0947)  -0.021
C (-0.6698, -0.8008, -3.3383)  -0.183
C (0.0207, 0.5555, -3.2799)  -0.171
N (-0.7558, 1.5805, -2.5175)  -0.299
C (-2.0784, 1.8167, -3.1979)  -0.126
C (-3.1747, 2.2509, -2.2402)  -0.164
N (-3.1826, 1.3356, -1.0516)  -0.073
C (0.0914, 2.8186, -2.5294)  -0.166
C (-0.4940, 3.9398, -1.7086)  -0.185
N (-0.8017, 3.4052, -0.3582)  -0.028
H (-1.2042, -1.9797, -1.7313)  0.049
H (-2.4283, -1.1342, -2.3352)  0.090
H (-1.3225, -0.8906, -4.2051)  0.133
H (0.1031, -1.5591, -3.4551)  0.116
H (0.2093, 0.9252, -4.2917)  0.154
H (0.9824, 0.4660, -2.7779)  0.086
H (-2.3749, 0.8850, -3.6757)  0.120
H (-1.9648, 2.5484, -4.0012)  0.158
H (-4.1390, 2.2370, -2.7493)  0.151
H (-3.0332, 3.2583, -1.8620)  0.104
H (-3.6210, 0.4549, -1.3157)  0.104
H (-3.7947, 1.7271, -0.3378)  0.110
H (0.2578, 3.1346, -3.5618)  0.152
H (1.0600, 2.5252, -2.1168)  0.119
H (-1.4009, 4.3404, -2.1543)  0.120
H (0.2113, 4.7698, -1.6656)  0.146
H (-1.5649, 3.9216, 0.0740)  0.113
H (-0.0051, 3.5677, 0.2537)  0.095
C (-3.3995, 1.4144, 4.6561)  0.059
N (-2.3641, 1.4166, 3.5984)  -0.083
C (-1.0660, 1.8379, 3.7403)  -0.001
C (-0.4697, 1.6895, 2.5289)  -0.143
N (-1.4020, 1.1828, 1.6369)  -0.203
C (-2.5335, 1.0334, 2.3345)  -0.148
H (-2.9521, 1.8029, 5.5655)  0.112
H (-3.7466, 0.3986, 4.8259)  0.110
H (-4.2230, 2.0561, 4.3550)  0.114
H (-0.6918, 2.2170, 4.6772)  0.153
H (0.5412, 1.9230, 2.2401)  0.100
H (-3.4715, 0.6680, 1.9464)  0.150
C (1.2078, -4.0789, 1.9008)  -0.184
Ge (-0.2496, -2.8290, 1.8594)  0.903
C (-1.8115, -3.2429, 0.8062)  -0.216
C (-0.6309, -1.8649, 3.4814)  -0.205
Ge (0.8178, -0.6835, 0.1842)  0.906
C (1.7218, -1.7388, -1.1816)  -0.387
C (2.7940, -1.2079, -1.9139)  -0.116
C (3.3690, -1.9325, -2.9479)  -0.026
C (2.9084, -3.2086, -3.2500)  -0.008
C (1.8626, -3.7603, -2.5160)  -0.031
C (1.2755, -3.0310, -1.4937)  -0.155
C (2.4438, -0.0108, 1.1461)  -0.253
C (3.2196, 1.0775, 0.6211)  -0.078
C (4.2951, 1.5676, 1.3006)  0.021
C (4.7042, 0.9386, 2.5114)  0.108
C (3.9689, -0.1518, 3.0472)  0.024
C (2.8928, -0.6312, 2.3593)  -0.053
H (0.9129, -4.8060, 2.6679)  0.065
H (2.1529, -3.6420, 2.2114)  0.031
H (1.3341, -4.5995, 0.9556)  0.037
H (-2.4437, -3.8584, 1.4574)  0.061
H (-1.5989, -3.8269, -0.0861)  0.033
H (-2.3815, -2.3463, 0.5624)  0.012
H (-0.7448, -2.6350, 4.2529)  0.062
H (-1.5692, -1.3224, 3.3979)  0.013
H (0.1702, -1.1998, 3.8003)  0.024
H (3.1989, -0.2275, -1.6939)  0.090
H (4.1909, -1.5091, -3.5107)  0.130
H (3.3693, -3.7762, -4.0476)  0.135
H (1.5107, -4.7576, -2.7466)  0.131
H (0.4648, -3.4870, -0.9371)  0.061
H (2.9369, 1.5378, -0.3184)  0.101
H (4.8634, 2.4092, 0.9252)  0.143
H (5.6068, 1.2738, 3.0101)  0.152
H (4.2906, -0.6023, 3.9774)  0.144
H (2.3626, -1.4903, 2.7457)  0.078

Cartesian forces, eV/Å:
0.40 -0.32 0.25
-0.09 0.09 -0.08
-0.01 -0.03 0.07
-0.03 -0.01 -0.02
-0.15 0.00 0.01
0.01 0.05 0.05
0.03 -0.04 0.02
-0.09 0.15 -0.13
0.03 -0.08 -0.05
-0.05 0.02 0.02
0.07 0.05 0.02
0.08 0.04 0.05
0.00 -0.10 0.00
0.01 0.05 -0.02
-0.02 -0.01 -0.02
-0.02 -0.01 -0.01
-0.01 -0.01 -0.02
-0.03 0.01 0.00
0.02 0.02 0.02
0.00 -0.05 0.00
-0.01 0.00 -0.02
-0.02 -0.01 0.02
0.00 0.04 -0.02
-0.02 0.01 -0.01
0.02 0.03 -0.01
0.02 0.01 -0.02
0.02 -0.01 0.02
0.00 0.01 -0.01
-0.01 -0.01 0.03
0.10 0.01 -0.08
-0.04 -0.02 0.03
-0.03 0.02 0.02
-0.04 -0.06 0.00
-0.26 -0.06 -0.03
-0.08 0.12 -0.04
-0.02 0.00 0.01
-0.01 0.00 0.01
-0.01 0.00 0.02
0.01 -0.01 -0.01
0.00 -0.01 0.00
0.01 -0.03 0.04
0.01 -0.13 0.04
0.04 0.17 -0.19
-0.14 -0.08 0.09
0.03 -0.03 0.15
0.25 0.19 -0.16
-0.03 -0.22 -0.12
0.05 -0.02 0.11
0.02 -0.02 -0.04
-0.02 0.03 0.04
0.02 -0.01 -0.04
-0.02 0.07 -0.01
0.21 0.19 0.13
-0.17 -0.07 0.06
0.06 -0.04 0.00
-0.03 -0.03 0.01
0.06 0.02 -0.05
-0.07 0.06 -0.10
0.04 -0.03 -0.03
0.03 0.00 -0.01
0.01 0.00 0.01
-0.01 -0.01 -0.05
0.01 0.00 -0.02
0.01 0.01 -0.02
-0.02 0.05 0.03
0.00 0.05 0.01
-0.03 0.00 -0.01
-0.01 0.00 0.00
0.00 0.01 0.01
0.00 0.00 0.00
-0.01 0.00 0.02
-0.01 0.00 0.00
-0.03 0.01 0.02
0.00 -0.01 -0.01
-0.01 0.02 0.01
0.00 -0.02 -0.01
-0.03 0.01 0.03

---

Molecular formula: C11H13ClN2O2SSn
Method: DFT, ωB97M-V/def2-TZVPD

Values from the calculation:
Total energy (eV): -47861.854
Charge: +2
Relative energy (zero: lowest compared OMol25 entry of this formula, charge and spin) (kcal/mol): 9.54
HOMO energy (spin up / spin down) (eV): -16.1 / -15.7

Last column: natural (NBO) charge in e.
Geometry (Å):
Cl (1.7560, 0.7175, -4.2881)  0.011
C (-0.9370, 3.0464, -0.1348)  -0.288
C (-1.9340, 2.1673, 0.3932)  -0.270
C (-2.4946, 1.4249, -0.7141)  -0.406
H (-2.2669, 2.1470, 1.4315)  0.274
C (-1.8088, 1.8215, -1.9316)  -0.031
C (-0.8547, 2.8284, -1.5455)  -0.247
H (-0.1485, 3.2899, -2.2351)  0.274
H (-0.3785, 3.7812, 0.4506)  0.275
H (-3.3113, 0.7154, -0.6630)  0.283
C (-1.9871, 1.2318, -3.2755)  -0.675
Sn (-0.2855, 0.4045, -0.6675)  1.208
C (0.7848, 1.0519, 1.9616)  0.547
C (2.2217, 0.6656, -1.5763)  0.501
O (1.4505, 0.7771, 2.8657)  -0.419
O (3.3756, 0.5752, -1.5319)  -0.383
H (-2.3331, 0.1990, -3.2173)  0.240
H (-1.0509, 1.2195, -3.8431)  0.249
H (-2.7369, 1.7939, -3.8423)  0.288
S (-1.1353, -2.0516, -0.2076)  -0.044
C (0.1678, -2.2043, 0.9603)  0.324
N (-0.0306, -2.2263, 2.2926)  -0.541
C (1.1716, -2.6345, 3.0078)  -0.241
C (2.2179, -2.7249, 1.9310)  -0.239
N (1.5053, -2.3762, 0.6981)  -0.566
H (-0.9713, -2.0202, 2.6923)  0.461
H (1.0059, -3.5916, 3.5020)  0.248
H (1.4199, -1.9174, 3.7869)  0.240
H (2.6470, -3.7236, 1.8428)  0.247
H (3.0515, -2.0466, 2.1070)  0.233
H (1.8896, -2.3409, -0.2498)  0.448

Cartesian forces, eV/Å:
-0.08 -0.01 0.01
-0.37 -0.27 -0.70
-0.46 0.29 -1.23
0.51 0.21 0.95
0.07 -0.13 -0.40
0.08 -1.12 0.82
1.16 0.47 1.36
-0.29 0.04 0.19
-0.11 -0.37 -0.36
0.02 0.11 -0.02
-0.19 -0.05 -0.59
-1.56 0.74 -0.30
2.63 -1.23 3.43
5.47 -0.29 -0.24
-2.45 1.10 -3.27
-4.40 0.35 -0.03
-0.20 0.05 0.03
-0.21 0.26 0.04
0.08 -0.01 -0.04
0.89 0.46 0.53
1.35 -0.41 0.83
-1.29 0.32 -1.56
-0.52 -0.11 1.28
1.44 -0.10 -0.63
-2.34 0.52 -0.23
1.26 -0.57 -0.38
-0.06 -0.01 -0.07
0.00 0.11 -0.04
-0.14 0.00 -0.01
-0.04 0.11 -0.07
-0.24 -0.44 0.69